C5H16O2Si3 | ωB97M-V/def2-TZVPD

The calculation puts the HOMO energy at -8.62 eV. For the total energy, the calculation gives -1219.07464 hartree. For the LUMO energy, the calculation gives -2.12 eV. Its energy relative to the best compared isomer or geometry (same formula, charge and spin) is 0.0 kJ/mol.

ORCA input file:
```
! RIJCOSX wB97M-V def2-TZVPD def2/J DEFGRID3
* xyz 0 1
Si 1.364 -1.152 -0.011
Si -2.157 -0.028 -0.543
Si 0.835 1.150 -0.308
O -0.727 1.062 -0.418
O -1.878 -1.438 -1.153
C 0.596 -1.864 1.661
C 1.356 2.132 1.318
C -2.857 0.192 1.227
C 1.004 -2.338 -1.463
C 1.640 1.733 -2.054
H 1.145 1.376 2.073
H 2.015 2.748 -2.119
H 0.893 -1.335 2.556
H -0.445 -1.607 1.496
H 0.936 -3.428 -1.544
H -3.829 0.582 0.890
H -2.872 0.933 -1.406
H 2.364 2.289 1.492
H 0.952 3.143 1.595
H 2.370 0.955 -2.192
H 1.501 -1.997 -2.350
H -3.116 -0.735 1.684
H -0.153 -1.953 -1.639
H 0.890 1.685 -2.936
H -2.514 0.772 2.097
H 0.688 -2.875 2.048
*
```

C4H6N2O3 | ωB97M-V/def2-TZVPD

The calculation puts the HOMO energy at -9.74 eV. For the total energy, the calculation gives -490.89158 hartree. For the LUMO energy, the calculation gives 0.65 eV. Its energy relative to the best compared isomer or geometry (same formula, charge and spin) is 1074.7 kJ/mol.

ORCA input file:
```
! RIJCOSX wB97M-V def2-TZVPD def2/J DEFGRID3
* xyz 0 1
O 1.903 0.085 0.665
O -0.191 1.360 0.229
O -0.042 -0.755 -0.948
N 0.790 -1.583 -0.501
N 1.902 1.000 -0.403
C 1.678 -1.230 0.230
C 0.860 1.817 -0.487
C -0.639 -0.026 -0.019
C -2.252 -0.138 0.208
H -2.544 0.079 1.449
H -2.255 -1.441 -0.344
H -0.113 -0.700 0.909
H 0.975 2.559 -1.157
H 2.603 -1.901 0.614
H -2.674 0.874 -0.444
*
```

C17H45BINO14PS4 | ωB97M-V/def2-TZVPD

The calculation puts the HOMO energy at -4.38 eV. For the total energy, the calculation gives -4039.53903 hartree. For the LUMO energy, the calculation gives 1.81 eV.

ORCA input file:
```
! RIJCOSX wB97M-V def2-TZVPD def2/J DEFGRID3
* xyz -1 1
I 6.433 -2.672 1.355
S -6.819 4.770 4.090
S 4.700 -3.253 -3.034
S 0.306 -0.306 -7.529
S -3.655 1.481 1.259
P 0.414 -1.757 2.334
O 2.039 -0.504 4.405
O 5.722 -3.826 -2.218
O 3.613 -4.347 -3.408
O -6.949 5.842 3.145
O -3.670 2.458 2.312
O 5.091 -2.581 -4.244
O 0.328 0.629 -6.445
O -7.378 3.495 3.765
O 1.758 -0.423 -8.139
O 3.251 -1.401 2.656
O -4.483 0.320 1.397
O -0.245 -1.607 -7.307
O -4.053 2.205 -0.115
O -7.399 5.266 5.488
N -0.982 -1.142 2.810
C 3.677 -2.227 -2.045
C -9.819 4.798 5.337
C -5.461 2.444 -0.353
C 4.925 -6.343 -4.025
C 3.940 -5.284 -4.465
C 2.858 -0.686 -7.213
C -8.731 5.839 5.479
C 2.885 -2.107 -6.710
C -6.017 3.469 0.606
C -5.145 4.562 4.567
C -0.475 0.415 -8.931
C 5.401 -0.425 3.111
C -2.013 1.073 0.846
C 3.386 -0.413 4.780
C 7.159 -1.916 4.231
C 6.676 -1.241 2.938
C 4.195 -1.170 3.678
B 2.034 -1.629 3.456
H -1.532 0.493 -8.683
H 0.786 -1.294 1.029
H 8.158 -1.562 4.492
H 6.484 -1.686 5.056
H 3.570 -0.888 5.756
H -7.041 3.737 0.343
H -8.792 6.348 6.439
H -5.407 4.372 0.605
H -0.331 -0.243 -9.783
H 7.456 -0.582 2.564
H 3.674 0.644 4.847
H 4.324 -1.450 -1.644
H -1.510 1.994 0.559
H -9.719 4.030 6.104
H -2.032 0.359 0.027
H -5.491 2.782 -1.388
H 4.496 -2.144 4.092
H -1.542 0.601 1.723
H 2.883 -2.811 -7.543
H -4.638 4.133 3.700
H -6.025 3.065 1.616
H -8.776 6.589 4.689
H 5.035 -7.074 -4.828
H -9.785 4.314 4.364
H 3.273 -2.824 -1.231
H -5.108 3.865 5.399
H 2.890 -1.805 -2.664
H 7.212 -2.999 4.153
H 3.793 -2.243 -6.121
H 0.341 -3.141 2.041
H -10.788 5.287 5.453
H 3.737 -0.454 -7.809
H 2.794 0.037 -6.400
H 2.025 -2.326 -6.078
H 2.975 -5.718 -4.721
H -6.000 1.498 -0.283
H 2.090 -2.721 4.062
H 5.668 0.437 3.736
H -1.713 -1.841 2.850
H -0.046 1.397 -9.106
H -4.729 5.530 4.832
H 5.079 -0.028 2.147
H 5.901 -5.915 -3.804
H 4.301 -4.719 -5.325
H 4.566 -6.853 -3.132
*
```

C4H12N2O3 | ωB97M-V/def2-TZVPD

The calculation puts the HOMO energy at -9.90 eV. For the total energy, the calculation gives -494.87126 hartree. As for the structure (SMILES): C[C@H](CO)NC(N)=O.O. For the LUMO energy, the calculation gives 0.68 eV. Its energy relative to the best compared isomer or geometry (same formula, charge and spin) is 16.2 kJ/mol.

ORCA input file:
```
! RIJCOSX wB97M-V def2-TZVPD def2/J DEFGRID3
* xyz 0 1
O -0.578 3.099 0.378
O 2.171 0.693 -0.175
O -2.268 -0.263 -0.731
N -2.375 0.042 1.526
N -0.366 -0.419 0.494
C 1.254 0.253 -1.192
C -1.716 -0.238 0.358
C 1.323 -2.072 -0.165
C 0.463 -0.887 -0.618
H 0.003 -0.611 1.413
H 2.573 1.520 -0.476
H -0.239 -1.278 -1.344
H -1.912 0.484 2.304
H 0.820 -2.634 0.627
H 1.567 -2.759 -0.974
H -3.356 0.268 1.429
H 1.830 -0.035 -2.081
H -1.492 3.369 0.243
H -0.585 2.136 0.235
H 0.594 1.077 -1.452
H 2.289 -1.743 0.202
*
```

C20H24AuBrNOP2 | ωB97M-V/def2-TZVPD

The calculation puts the HOMO energy (spin up / spin down) at -10.13 / -10.59 eV. For the total energy, the calculation gives -4298.65514 hartree. For the LUMO energy (spin up / spin down), the calculation gives -2.46 / -5.99 eV. Its energy relative to the best compared isomer or geometry (same formula, charge and spin) is 0.0 kJ/mol.

ORCA input file:
```
! RIJCOSX wB97M-V def2-TZVPD def2/J DEFGRID3
* xyz 1 3
Au 0.270 0.073 -1.065
Br -0.447 -0.619 1.442
P -2.088 0.923 -1.025
P -0.048 -2.388 -1.148
O 2.681 0.217 1.064
N 0.046 0.086 -3.203
C -2.151 2.543 -0.268
C 2.612 -2.552 -3.708
C -1.402 2.022 -3.434
C 0.194 -2.719 -2.908
C 1.271 -3.259 -0.272
C 0.984 2.228 -3.833
C -1.610 3.339 -3.810
C 3.638 -0.389 -4.109
C -3.430 -0.057 -0.334
C 1.371 -1.949 -3.473
C 2.281 1.627 -3.393
C -0.503 4.133 -4.165
C -1.620 -3.178 -0.691
C 0.788 3.588 -4.206
C -0.133 1.427 -3.583
C 1.246 -0.545 -3.651
C 1.685 0.231 0.469
C 3.740 -1.764 -4.010
C -2.468 1.184 -2.787
C 2.389 0.241 -3.891
H -3.122 2.996 -0.532
H 2.674 -3.631 -3.543
H -3.284 -0.188 0.751
H -1.826 -3.025 0.373
H -0.703 5.180 -4.403
H 4.534 0.189 -4.389
H -1.341 3.185 -0.659
H -3.520 -1.028 -0.852
H 1.135 -3.142 0.805
H -2.428 -2.775 -1.308
H 2.242 -2.866 -0.578
H -4.352 0.522 -0.517
H -1.496 -4.245 -0.898
H -2.556 0.184 -3.208
H -2.074 2.444 0.830
H 4.683 -2.305 -4.150
H 3.082 2.229 -3.801
H 0.341 -3.789 -2.966
H -0.755 -2.429 -3.383
H -2.604 3.755 -3.701
H -3.449 1.646 -2.783
H 1.202 -4.308 -0.553
H 2.310 1.515 -2.306
H 1.608 4.233 -4.552
*
```

C10H19ClF3InNO5S | ωB97M-V/def2-TZVPD

The calculation puts the HOMO energy at -4.75 eV. For the total energy, the calculation gives -2171.40125 hartree. For the LUMO energy, the calculation gives 2.47 eV.

ORCA input file:
```
! RIJCOSX wB97M-V def2-TZVPD def2/J DEFGRID3
* xyz -1 1
In -1.884 1.417 0.265
Cl 0.746 4.261 3.438
S -3.792 2.353 -1.130
F -3.482 -2.742 0.391
F -1.964 -3.885 1.623
F -1.240 -2.673 -0.133
O 0.652 0.811 -4.483
O 0.962 0.752 -0.919
O 1.020 -0.600 -6.088
O 0.267 1.697 2.935
O -2.228 -1.885 3.255
N 1.113 -0.218 -4.932
C -2.193 -2.659 0.926
C -0.434 0.531 -1.278
C -2.823 -0.135 1.607
C -0.025 2.828 2.534
C -1.930 -1.422 1.898
C 3.440 -0.333 1.687
C -0.991 3.191 1.334
C 1.368 -0.261 0.038
C 1.858 -1.093 -3.991
C 2.976 -0.163 0.148
H -1.396 -1.769 3.751
H 1.348 -2.055 -3.964
H 3.311 -1.402 2.066
H -0.824 -1.173 1.862
H 3.492 -0.900 -0.552
H -0.376 3.798 0.587
H -4.234 1.332 -1.962
H 3.257 0.906 -0.152
H 0.910 -0.023 1.053
H -3.045 0.356 2.619
H 1.089 -1.317 -0.319
H 4.540 -0.052 1.813
H -3.839 -0.405 1.153
H -0.683 -0.557 -1.533
H -1.861 3.790 1.782
H 2.781 0.392 2.286
H 1.858 -0.628 -3.006
H -0.619 1.130 -2.237
H 2.874 -1.195 -4.371
*
```

C6H37NO13 | ωB97M-V/def2-TZVPD

The calculation puts the HOMO energy (spin up / spin down) at 0.14 / -6.93 eV. For the total energy, the calculation gives -1283.59264 hartree. For the LUMO energy (spin up / spin down), the calculation gives 2.23 / 2.17 eV. Its energy relative to the best compared isomer or geometry (same formula, charge and spin) is 129.4 kJ/mol.

ORCA input file:
```
! RIJCOSX wB97M-V def2-TZVPD def2/J DEFGRID3
* xyz -1 2
O 2.871 -0.764 3.413
O -1.211 0.946 4.619
O -0.905 5.349 -0.933
O -0.944 -2.562 1.083
O 3.334 -1.091 -1.434
O 4.538 3.424 0.996
O 0.479 1.998 -4.819
O -0.672 -1.208 -3.766
O 1.733 0.961 -2.485
O 1.983 -3.643 -0.553
O -0.750 4.528 2.546
O -0.984 -5.828 -0.773
O 0.978 3.057 -1.064
N -0.605 -0.381 0.771
C -1.446 -1.410 0.946
C 0.852 -0.629 0.599
C -3.767 -2.316 0.923
C -1.077 0.887 0.068
C -2.930 -1.118 1.335
C -4.148 -2.253 -0.536
H 1.039 1.451 -4.217
H -1.729 -5.590 -1.334
H 0.724 3.803 -0.496
H 3.043 -2.021 -1.415
H -4.725 -2.264 1.542
H 3.833 3.541 0.348
H 1.327 -0.558 1.599
H -3.271 -3.219 1.152
H 2.158 -0.210 3.079
H 4.043 -1.256 -0.774
H 3.562 -0.111 3.650
H 0.959 3.452 -1.960
H 2.327 -4.541 -0.643
H -1.855 0.464 -0.541
H -0.244 -1.875 -3.226
H -3.122 -2.502 -0.955
H 1.366 0.147 0.076
H 2.404 0.817 -1.774
H -0.577 0.337 5.000
H -0.446 -0.341 -3.420
H -2.960 -0.831 2.373
H -2.092 0.594 4.722
H -0.262 1.467 -5.106
H -3.210 -0.099 0.745
H -0.862 -4.952 -0.345
H 1.074 -1.615 0.189
H 0.966 1.290 -2.002
H -0.274 1.517 -0.338
H -4.534 -3.274 -0.743
H -0.957 5.090 0.013
H -0.033 5.111 2.887
H -0.077 5.809 -1.077
H 1.028 -3.520 -0.421
H -4.617 -1.460 -1.091
H 4.795 2.526 0.759
H -1.583 1.461 0.813
H -1.111 4.177 3.389
*
```

C3H11N2 | ωB97M-V/def2-TZVPD

The calculation puts the HOMO energy (spin up / spin down) at -8.58 / -8.53 eV. For the total energy, the calculation gives -230.28225 hartree. For the LUMO energy (spin up / spin down), the calculation gives 1.22 / -0.46 eV. Its energy relative to the best compared isomer or geometry (same formula, charge and spin) is 133.3 kJ/mol.

ORCA input file:
```
! RIJCOSX wB97M-V def2-TZVPD def2/J DEFGRID3
* xyz 0 2
N -0.782 -1.421 -0.941
N -0.408 1.453 0.094
C 0.614 2.181 -0.647
C 0.355 -0.817 1.136
C -0.192 -1.937 0.273
H 0.413 -1.116 2.179
H -1.016 2.117 0.539
H 0.550 -2.691 0.053
H -1.376 -2.047 -1.428
H -0.125 0.539 0.512
H 1.202 2.850 0.003
H -0.956 -2.469 0.858
H 1.330 -0.496 0.759
H -1.099 -0.463 -0.912
H 1.341 1.504 -1.080
H 0.149 2.813 -1.398
*
```